1.
Entry from the Open Molecules 2025 dataset: a single C4H5N3O molecule at a distorted geometry (the ωB97M-V functional and the def2-TZVPD basis).

Each line ends with the Mulliken charge.
Positions of all 13 atoms, in Å:
C -2.65 -0.36 0.34  -0.16
C 1.21 0.04 0.07  0.50
C 1.96 -0.93 -0.45  -0.89
C -1.27 -0.51 0.42  0.34
N -3.73 -0.47 0.12  -0.33
N -0.30 0.25 -0.05  0.55
N -0.40 1.37 -0.74  -1.00
O 1.75 1.07 0.71  -0.47
H 3.06 -0.77 -0.27  0.25
H 1.57 -1.79 -0.95  0.32
H -0.96 -1.40 1.11  0.26
H -1.36 1.74 -0.79  0.22
H 1.11 1.76 0.48  0.40

Results
HOMO (alpha / beta): -9.0524 / -9.0513 eV
maximum force: 0.1106 hartree/bohr
calculated total energy: -394.7846 a.u.
energy above the lowest of the compared OMol25 structures with the same formula, charge and spin: 4.979 eV

2.
Entry from the Open Molecules 2025 dataset: a molecular structure, C19H42HoNO2P3 at a distorted geometry (the ωB97M-V functional and the def2-TZVPD basis).

Each line ends with the Mulliken spin population.
Positions of all 68 atoms, in Å:
Ho 0.04 0.36 0.01  4.05
P -0.43 0.87 -2.54  -0.02
P -2.68 -0.88 -0.10  -0.01
P 2.33 1.50 1.22  -0.01
H -0.67 -3.26 2.05  0.00
C -0.04 -2.67 2.73  0.00
C -0.51 -1.89 3.70  0.00
H -1.58 -1.80 3.91  0.00
C -0.22 -0.20 -4.01  0.00
C -2.04 1.70 -2.84  0.00
C 0.78 2.21 -2.89  0.00
C -3.38 -1.66 1.41  0.00
C -4.12 0.25 -0.34  0.00
C -3.06 -2.16 -1.34  0.00
C 2.54 1.09 3.02  0.00
C 2.17 3.32 1.33  0.00
C 4.06 1.30 0.63  0.00
H 1.03 -2.76 2.56  0.00
H 0.15 -1.22 4.24  0.00
H 0.28 0.34 -4.83  0.00
H -1.22 -0.52 -4.33  0.00
H 0.38 -1.09 -3.79  0.00
H -1.99 2.33 -3.74  0.00
H -2.30 2.33 -1.98  0.00
H -2.87 1.00 -2.96  0.00
H 0.66 2.44 -3.95  0.00
H 1.81 1.87 -2.69  0.00
H 0.59 3.10 -2.27  0.00
H -4.18 -2.35 1.08  0.00
H -3.82 -0.93 2.11  0.00
H -2.60 -2.21 1.95  0.00
H -4.94 -0.35 -0.76  0.00
H -3.85 1.05 -1.05  0.00
H -4.45 0.71 0.60  0.00
H -4.10 -2.45 -1.16  0.00
H -2.41 -3.04 -1.21  0.00
H -2.94 -1.81 -2.38  0.00
H 3.61 1.13 3.29  0.00
H 2.14 0.08 3.23  0.00
H 1.98 1.84 3.62  0.00
H 3.17 3.77 1.30  0.00
H 1.66 3.62 2.25  0.00
H 1.61 3.67 0.45  0.00
H 4.77 1.71 1.38  0.00
H 4.21 1.81 -0.34  0.00
H 4.25 0.22 0.49  0.00
C 1.85 -2.30 -0.89  0.00
C 1.83 -2.69 -2.22  0.00
C 3.05 -3.10 -2.80  0.00
C 4.20 -3.25 -2.00  0.00
C 4.16 -2.85 -0.67  0.00
C 3.00 -2.30 -0.12  0.00
O 0.70 -1.67 -0.30  -0.01
H -0.14 -1.87 -0.78  0.00
H 0.91 -2.56 -2.79  0.00
H 3.11 -3.34 -3.87  0.00
H 5.10 -3.65 -2.45  0.00
H 5.04 -3.02 -0.04  0.00
H 3.00 -1.83 0.87  0.00
C -3.15 1.99 2.61  0.00
C -1.80 2.16 2.08  0.00
N -1.19 3.34 2.14  0.00
O -1.22 1.20 1.47  0.00
H -3.27 2.59 3.52  0.00
H -3.33 0.93 2.85  0.00
H -3.90 2.34 1.88  0.00
H -0.26 3.44 1.74  0.00
H -1.56 4.07 2.71  0.00

Results
net charge: +3
HOMO (alpha / beta): -17.3991 / -17.4002 eV
maximum force: 0.0450 hartree/bohr
calculated total energy: -2925.6103 a.u.
expectation value of S²: 6.00
multiplicity: 5
energy above the lowest of the compared OMol25 structures with the same formula, charge and spin: 0.052 eV

3.
Entry from the Open Molecules 2025 dataset: a molecular structure, BeH10O5 at a distorted geometry (the ωB97M-V functional and the def2-TZVPD basis).

Each line ends with the Mulliken charge.
Positions of all 16 atoms, in Å:
Be -0.32 0.37 -0.17  0.15
O 0.04 -0.53 -1.46  -0.27
H 0.75 -0.28 -2.05  0.39
H -0.41 -1.17 -2.05  0.39
O -1.38 -0.35 0.88  -0.32
H -2.34 -0.17 0.99  0.41
H -1.06 -0.87 1.64  0.38
O 1.19 -1.90 0.88  -0.57
H 1.79 -1.63 1.52  0.32
H 1.41 -2.79 0.60  0.30
O -1.05 1.86 -0.73  -0.32
H -1.15 2.63 -0.17  0.37
H -1.54 1.97 -1.52  0.38
O 1.02 0.76 0.68  -0.38
H 1.93 0.41 0.37  0.43
H 1.11 1.70 0.59  0.36

Results
net charge: +2
HOMO: -19.6647 eV
maximum force: 0.0546 hartree/bohr
calculated total energy: -396.4571 a.u.
energy above the lowest of the compared OMol25 structures with the same formula, charge and spin: 0.255 eV

4.
Entry from the Open Molecules 2025 dataset: a single C25H27F3N2O2 molecule at a distorted geometry (the ωB97M-V functional and the def2-TZVPD basis).

Each line ends with the Mulliken charge.
Positions of all 59 atoms, in Å:
C 2.02 1.30 -2.16  -1.03
N 1.03 2.07 -1.44  0.26
C 1.50 3.09 -0.51  -1.83
C 1.17 2.75 0.96  1.36
C 2.06 3.54 1.92  -1.13
C 1.73 3.15 3.36  -0.60
C 1.81 1.63 3.55  -0.89
N 1.00 0.88 2.60  0.29
C -0.42 0.90 2.95  -1.05
C -1.41 0.50 1.86  -0.74
C -1.25 -0.87 1.26  1.02
C -2.27 -1.36 0.44  -0.72
C -2.18 -2.60 -0.16  -0.61
C -1.05 -3.38 0.03  -0.92
C -0.03 -2.90 0.84  -0.38
C 1.23 -3.68 1.03  1.00
F 2.28 -3.11 0.38  -0.27
F 1.61 -3.77 2.32  -0.29
F 1.16 -4.94 0.57  -0.30
C -0.13 -1.66 1.46  -0.21
C 1.36 1.25 1.25  -1.12
C -0.30 1.83 -1.46  0.51
O -1.11 2.56 -0.91  -0.72
C -0.79 0.61 -2.15  1.02
C -2.07 0.40 -2.60  -1.92
C -2.11 -0.94 -3.07  1.56
C -3.08 -1.76 -3.64  -0.81
C -2.74 -3.06 -3.95  -0.61
C -1.45 -3.55 -3.72  -0.49
C -0.47 -2.76 -3.16  -0.94
C -0.81 -1.45 -2.84  0.12
O -0.03 -0.51 -2.28  -0.16
H 1.61 0.96 -3.11  0.43
H 2.35 0.44 -1.58  0.28
H 2.88 1.94 -2.37  0.36
H 1.03 4.04 -0.76  0.30
H 2.58 3.18 -0.64  0.51
H 0.13 3.01 1.14  0.19
H 1.93 4.61 1.77  0.36
H 3.11 3.30 1.72  0.39
H 2.42 3.64 4.05  0.44
H 0.72 3.50 3.60  0.32
H 1.51 1.36 4.56  0.43
H 2.85 1.31 3.41  0.41
H -0.52 0.21 3.80  0.49
H -0.73 1.90 3.30  0.44
H -2.40 0.56 2.30  0.71
H -1.39 1.23 1.05  -0.13
H -3.15 -0.75 0.27  0.39
H -2.98 -2.96 -0.78  0.50
H -0.96 -4.34 -0.44  0.53
H 0.67 -1.30 2.09  0.60
H 0.77 0.65 0.56  -0.14
H 2.41 0.99 1.11  0.42
H -2.86 1.12 -2.60  0.61
H -4.08 -1.38 -3.82  0.44
H -3.47 -3.71 -4.39  0.40
H -1.22 -4.57 -3.98  0.44
H 0.53 -3.13 -2.97  0.47

Results
SMILES: CN(C[C@@H]1CCCN(CCc2cccc(C(F)(F)F)c2)C1)C(=O)c1cc2ccccc2o1
HOMO: -8.2021 eV
maximum force: 0.0240 hartree/bohr
calculated total energy: -1528.4816 a.u.
energy above the lowest of the compared OMol25 structures with the same formula, charge and spin: 0.000 eV